(1)
Here is a molecular structure, C5H11N2O6S2 at a distorted geometry from the OMol25 dataset. Energies are from wB97M-V/def2-TZVPD.

```
! RIJCOSX wB97M-V def2-TZVPD def2/J DEFGRID3
* xyz -1 1
C 0.63 -0.05 1.06
C 1.36 0.58 -1.22
C -0.46 -1.04 0.59
C 0.37 -0.47 -1.68
C 0.33 2.19 0.24
N 0.84 1.01 0.11
N -0.82 -0.85 -0.78
O -0.41 4.15 1.54
O -2.69 0.86 0.24
O 1.24 2.69 2.56
O -1.10 1.90 2.40
O -2.01 2.27 -1.78
O -2.84 3.29 0.42
S -0.07 2.79 1.91
S -1.99 2.05 -0.32
H 0.22 0.53 1.96
H 1.49 -0.74 1.32
H 2.36 0.21 -1.04
H 1.36 1.58 -1.83
H -0.18 -2.10 0.67
H -1.34 -0.97 1.33
H -0.15 -0.13 -2.58
H 0.93 -1.39 -1.95
H 0.71 2.89 -0.43
H -2.54 3.48 1.35
H -1.61 -0.21 -0.75
*
```

Values from the calculation:
Gap between HOMO and LUMO (eV): 8.07
Largest force on an atom (Eh/bohr): 0.0702
ΔE to the lowest compared entry with this formula, charge and spin (eV): 0.000

(2)
Here is 2 unconnected molecules or ions with the total composition C5H11N2OS at a distorted geometry from the OMol25 dataset. Energies are from wB97M-V/def2-TZVPD.

```
! RIJCOSX wB97M-V def2-TZVPD def2/J DEFGRID3
* xyz 1 1
C -0.97 2.94 0.69
C 1.59 -1.44 0.60
C 0.20 -1.18 0.16
C -1.44 4.01 1.17
C -0.88 -0.86 -1.99
N 0.81 -2.45 -0.10
N 0.08 -0.30 -1.02
O -0.69 1.97 0.13
S 1.94 -1.46 2.34
H 2.39 -1.02 0.02
H -2.41 4.31 1.17
H -0.58 -0.98 0.95
H -0.87 4.55 1.98
H -0.75 -1.90 -2.01
H -1.90 -0.56 -1.90
H -0.51 -0.49 -2.89
H 0.32 -3.28 0.46
H -0.32 0.56 -0.62
H 1.02 -0.25 -1.45
H 2.97 -2.18 2.34
*
```

Values from the calculation:
Gap between HOMO and LUMO (eV): 10.21
Largest force on an atom (Eh/bohr): 0.0925
ΔE to the lowest compared entry with this formula, charge and spin (eV): 3.149

(3)
Here is 2 unconnected molecules or ions with the total composition C5H11N2OS at a distorted geometry from the OMol25 dataset. Energies are from wB97M-V/def2-TZVPD.

```
! RIJCOSX wB97M-V def2-TZVPD def2/J DEFGRID3
* xyz 1 1
C -1.11 -1.70 -0.34
C -2.37 -1.13 0.28
C -0.70 0.71 -0.37
C 0.06 1.95 -0.64
C 1.80 0.56 1.26
N 2.41 -0.02 0.34
N -0.40 -0.51 -0.91
O 2.11 -0.84 -0.52
S -2.12 0.68 0.49
H -0.47 -2.26 0.42
H -1.35 -2.36 -1.20
H -3.10 -1.39 -0.36
H -2.55 -1.45 1.21
H -0.69 2.59 -1.03
H 0.85 1.78 -1.31
H 0.42 2.44 0.19
H 0.72 0.32 1.38
H 2.30 1.13 2.08
H 3.48 0.02 0.16
H 0.71 -0.50 -1.12
*
```

Values from the calculation:
Gap between HOMO and LUMO (eV): 9.78
Largest force on an atom (Eh/bohr): 0.1278
ΔE to the lowest compared entry with this formula, charge and spin (eV): 3.637

(4)
Here is C5H11N2P in the gas phase at a distorted geometry from the OMol25 dataset. Energies are from wB97M-V/def2-TZVPD.

```
! RIJCOSX wB97M-V def2-TZVPD def2/J DEFGRID3
* xyz 0 1
C 0.67 -1.00 -1.00
C 0.16 -0.45 0.34
C 2.06 -0.47 -1.22
C -0.63 -1.18 1.32
C -1.59 2.15 0.02
N -0.25 -0.92 -2.09
N -1.24 1.02 -0.75
P -1.14 0.37 -2.18
H 0.90 -2.19 -0.91
H 1.01 0.06 0.76
H 2.78 -0.78 -0.38
H 1.98 0.72 -1.30
H 2.50 -0.96 -2.15
H -1.43 -1.83 0.94
H -1.15 -0.48 1.91
H -0.05 -1.59 2.05
H -2.68 2.35 0.04
H -1.26 1.94 1.04
H -1.20 3.04 -0.38
*
```

Values from the calculation:
Gap between HOMO and LUMO (alpha / beta) (eV): 8.06 / 8.06
Largest force on an atom (Eh/bohr): 0.0753
ΔE to the lowest compared entry with this formula, charge and spin (eV): 3.311

(5)
Here is a gas-phase ion, C5H11N2S (charge +1) at a distorted geometry from the OMol25 dataset. Energies are from wB97M-V/def2-TZVPD.

```
! RIJCOSX wB97M-V def2-TZVPD def2/J DEFGRID3
* xyz 1 3
C 2.43 0.13 0.07
C 1.75 -1.21 -0.19
C -0.28 0.21 0.04
C -0.93 1.19 -0.86
C -0.76 -0.04 1.39
N 1.51 1.02 0.41
N 0.35 -0.95 -0.67
S 4.02 0.40 -0.15
H 2.32 -1.81 -0.84
H 1.74 -1.83 0.82
H -1.43 2.06 -0.45
H -1.67 0.59 -1.47
H -0.25 1.77 -1.65
H -0.02 -0.49 1.91
H -1.78 -0.51 1.63
H -0.79 0.90 1.78
H 1.66 1.99 0.66
H 0.40 -0.73 -1.70
H -0.28 -1.81 -0.56
*
```

Values from the calculation:
Gap between HOMO and LUMO (alpha / beta) (eV): 6.17 / 6.71
Largest force on an atom (Eh/bohr): 0.0968
ΔE to the lowest compared entry with this formula, charge and spin (eV): 1.238

(6)
Here is a molecular structure, C5H11N3 at a distorted geometry from the OMol25 dataset. Energies are from wB97M-V/def2-TZVPD.

```
! RIJCOSX wB97M-V def2-TZVPD def2/J DEFGRID3
* xyz 0 1
C 1.63 1.06 0.80
C 1.54 0.14 -0.54
C 0.13 0.03 -0.39
C -1.76 -0.83 0.56
C -2.21 0.21 -0.36
H 1.08 0.31 1.64
H 1.15 2.02 1.04
H 2.89 0.99 1.09
H 2.08 0.72 -1.47
H 1.37 -1.54 0.37
H 1.87 -1.68 -1.38
H -1.33 -0.59 1.82
H -2.67 -1.76 0.63
H -2.96 -0.24 -1.31
H -2.89 0.99 0.24
H -0.75 1.56 -1.64
N 2.06 -1.24 -0.48
N -0.32 -1.13 0.05
N -0.90 1.02 -0.67
*
```

Values from the calculation:
Gap between HOMO and LUMO (eV): 9.58
Largest force on an atom (Eh/bohr): 0.1302
ΔE to the lowest compared entry with this formula, charge and spin (eV): 6.261

(7)
Here is C5H11N3 in the gas phase at a distorted geometry from the OMol25 dataset. Energies are from wB97M-V/def2-TZVPD.

```
! RIJCOSX wB97M-V def2-TZVPD def2/J DEFGRID3
* xyz 0 1
C -1.49 1.27 1.57
N -1.62 0.29 0.57
C -0.72 0.23 -0.34
C -1.18 -0.72 -1.43
C 0.54 0.92 -0.45
C 1.80 0.41 -0.47
N 2.16 -0.91 -0.20
N 1.33 -1.79 0.50
H -2.12 2.20 1.23
H -0.51 1.78 1.85
H -2.09 0.93 2.54
H -1.81 -0.18 -2.28
H -0.30 -1.26 -2.00
H -1.82 -1.51 -0.98
H 0.56 2.02 -0.65
H 2.61 1.08 -0.66
H 3.19 -1.00 0.00
H 0.84 -1.41 1.24
H 0.64 -2.32 -0.04
*
```

Values from the calculation:
Gap between HOMO and LUMO (eV): 9.31
Structure (SMILES): C/N=C(C)\C=C/NN
Largest force on an atom (Eh/bohr): 0.0884
ΔE to the lowest compared entry with this formula, charge and spin (eV): 3.182

(8)
Here is C5H11N3 in the gas phase at a distorted geometry from the OMol25 dataset. Energies are from wB97M-V/def2-TZVPD.

```
! RIJCOSX wB97M-V def2-TZVPD def2/J DEFGRID3
* xyz 0 1
C -1.08 -0.94 -1.04
C -0.82 -0.45 0.36
C -2.03 -0.41 1.24
N 0.33 -0.41 0.96
C 1.41 -0.08 0.20
N 2.57 -0.81 0.43
C 1.32 0.91 -0.75
N 0.40 1.97 -0.79
H -1.60 -0.17 -1.62
H -0.16 -1.16 -1.57
H -1.70 -1.84 -1.02
H -2.55 -1.37 1.24
H -1.75 -0.18 2.27
H -2.72 0.36 0.89
H 2.53 -1.35 1.28
H 3.43 -0.29 0.33
H 2.23 1.15 -1.29
H -0.55 2.32 -0.86
H 0.73 2.77 -0.25
*
```

Values from the calculation:
Gap between HOMO and LUMO (eV): 8.31
Structure (SMILES): CC(C)=N/C(N)=C\N
Largest force on an atom (Eh/bohr): 0.0605
ΔE to the lowest compared entry with this formula, charge and spin (eV): 2.100

(9)
Here is C5H11N3 in the gas phase from the OMol25 dataset. Energies are from wB97M-V/def2-TZVPD.

```
! RIJCOSX wB97M-V def2-TZVPD def2/J DEFGRID3
* xyz 0 1
C 1.35 0.51 -1.56
C 0.23 0.05 -0.66
C -0.94 0.79 -0.30
N -0.91 2.12 0.09
C 0.09 -1.13 0.03
N 0.48 -2.42 -0.36
C -0.80 -0.90 1.13
N -0.37 -0.22 2.31
H 2.14 -0.23 -1.59
H 1.81 1.44 -1.20
H 1.02 0.70 -2.58
H -1.93 0.42 -0.55
H -0.02 2.58 0.11
H -1.69 2.72 -0.15
H 0.96 -2.49 -1.25
H 0.89 -3.00 0.36
H -1.55 -1.67 1.36
H -1.13 0.30 2.73
H 0.37 0.44 2.09
*
```

Values from the calculation:
Gap between HOMO and LUMO (eV): 7.48
Structure (SMILES): CC(=C\N)/C(N)=C\N
Largest force on an atom (Eh/bohr): 0.0091
ΔE to the lowest compared entry with this formula, charge and spin (eV): 2.523

(10)
Here is C5H11N3 in the gas phase at a distorted geometry from the OMol25 dataset. Energies are from wB97M-V/def2-TZVPD.

```
! RIJCOSX wB97M-V def2-TZVPD def2/J DEFGRID3
* xyz 0 1
H -2.54 -0.76 1.49
N -1.61 -1.07 1.78
C -0.76 -0.99 0.83
C 0.74 -1.14 1.03
N 1.10 0.27 1.23
C 0.97 1.00 0.14
C 1.18 2.48 0.24
N -1.12 -0.43 -0.48
C -0.79 -1.14 -1.70
H 1.24 -1.58 0.17
H 0.92 -1.71 1.95
H 1.13 0.60 -0.87
H 1.74 2.83 -0.63
H 1.76 2.74 1.13
H 0.21 2.98 0.29
H -2.09 -0.14 -0.49
H -0.98 -2.21 -1.62
H -1.36 -0.73 -2.55
H 0.26 -1.00 -1.94
*
```

Values from the calculation:
Gap between HOMO and LUMO (eV): 9.93
Structure (SMILES): [H]/N=C(/C/N=C/C)NC
Largest force on an atom (Eh/bohr): 0.0760
ΔE to the lowest compared entry with this formula, charge and spin (eV): 1.865

(11)
Here is C5H11N3 in the gas phase at a distorted geometry from the OMol25 dataset. Energies are from wB97M-V/def2-TZVPD.

```
! RIJCOSX wB97M-V def2-TZVPD def2/J DEFGRID3
* xyz 0 1
C 2.52 -0.84 0.12
C 1.27 -1.32 0.28
C -0.06 -0.67 0.19
N -1.08 -1.45 0.13
C -2.28 -0.90 -0.47
N -0.12 0.71 0.02
C 0.73 1.60 -0.66
N -0.95 1.34 1.01
H 2.74 0.20 -0.18
H 3.37 -1.43 0.38
H 1.16 -2.38 0.42
H -2.94 -1.73 -0.78
H -2.81 -0.29 0.30
H -2.05 -0.17 -1.21
H 1.15 1.10 -1.52
H 0.20 2.48 -0.95
H 1.57 1.89 -0.06
H -1.79 0.76 1.04
H -0.63 1.08 1.94
*
```

Values from the calculation:
Gap between HOMO and LUMO (eV): 9.36
Structure (SMILES): C=C/C(=N/C)N(C)N
Largest force on an atom (Eh/bohr): 0.0444
ΔE to the lowest compared entry with this formula, charge and spin (eV): 3.219

(12)
Here is a gas-phase ion, C5H11N3 (charge +2) at a distorted geometry from the OMol25 dataset. Energies are from wB97M-V/def2-TZVPD.

```
! RIJCOSX wB97M-V def2-TZVPD def2/J DEFGRID3
* xyz 2 1
C 1.87 1.51 -0.83
C 2.58 0.48 -0.48
C 2.16 -0.73 0.49
N 0.83 -1.21 0.17
N -0.10 -0.40 0.11
C -1.38 -0.86 -0.39
N -2.39 -0.11 0.26
C -3.11 0.80 -0.12
H 2.24 2.20 -1.62
H 0.84 1.74 -0.61
H 3.68 0.42 -0.78
H 2.93 -1.64 0.45
H 2.40 -0.20 1.54
H 0.80 -2.18 -0.33
H -1.45 -1.89 -0.18
H -1.42 -0.77 -1.52
H -2.56 -0.42 1.34
H -3.28 0.99 -1.22
H -3.82 1.29 0.63
*
```

Values from the calculation:
Gap between HOMO and LUMO (eV): 7.25
Structure (SMILES): C=CC/[NH+]=N/C[NH+]=C
Largest force on an atom (Eh/bohr): 0.1226
ΔE to the lowest compared entry with this formula, charge and spin (eV): 6.671

(13)
Here is C5H11N3O in the gas phase at a distorted geometry from the OMol25 dataset. Energies are from wB97M-V/def2-TZVPD.

```
! RIJCOSX wB97M-V def2-TZVPD def2/J DEFGRID3
* xyz 0 1
C 1.25 -0.42 2.61
N 0.44 -0.65 1.44
C 0.80 -0.25 0.30
O 1.94 0.45 0.05
C -0.03 -0.82 -0.94
N -0.63 -2.05 -0.78
C -0.75 0.36 -1.01
C -0.20 1.64 -1.57
N -2.11 0.40 -0.70
H 0.96 0.53 3.07
H 1.06 -1.22 3.33
H 2.32 -0.37 2.40
H 2.09 0.44 -0.91
H -1.64 -2.11 -0.77
H -0.16 -2.68 -0.16
H 0.07 2.35 -0.78
H 0.68 1.48 -2.19
H -0.97 2.11 -2.19
H -2.67 1.13 -1.13
H -2.42 -0.33 -0.07
*
```

Values from the calculation:
Gap between HOMO and LUMO (eV): 7.71
Structure (SMILES): C/N=C(O)/C(N)=C(\C)N
Largest force on an atom (Eh/bohr): 0.0560
ΔE to the lowest compared entry with this formula, charge and spin (eV): 3.010